Formula: C27H36BCl2N5O4Sr
Source: the OMol25 dataset
Level of theory: ωB97M-V/def2-TZVPD

Each line ends with the Löwdin charge.
Positions of all 76 atoms, in Å:
Sr1 -0.108 -0.072 1.735  1.3797
C1 3.201 3.220 2.885  -0.0137
C2 2.441 2.018 2.402  -0.2466
N1 1.332 1.613 2.872  -0.0491
C3 0.645 2.116 4.068  -0.1669
C4 0.369 0.906 5.003  -0.1824
N2 -0.048 -0.261 4.203  -0.2111
C5 -0.484 -1.464 4.942  -0.1842
C6 -1.031 -2.535 3.967  -0.1923
N3 -0.336 -2.474 2.670  -0.1826
C7 -0.530 -3.588 1.733  -0.1774
C8 -0.118 -3.145 0.305  -0.1682
N4 0.979 -2.184 0.416  0.0319
C9 1.626 -1.685 -0.553  -0.2772
C10 1.456 -1.978 -2.010  0.0107
C11 2.655 -0.645 -0.104  -0.2065
C12 4.012 -0.831 -0.318  -0.0032
C13 4.893 0.024 0.315  -0.0270
C14 4.407 1.021 1.158  0.0023
C15 3.040 1.140 1.305  -0.2057
N5 2.187 0.339 0.656  0.0678
H1 2.526 4.063 3.024  0.0883
H2 3.970 3.509 2.172  0.0762
H3 3.683 3.019 3.845  0.1001
H4 -0.309 2.547 3.754  0.1207
H5 1.197 2.884 4.614  0.1093
H6 -0.419 1.170 5.708  0.1189
H7 1.276 0.684 5.576  0.1013
H8 0.828 -0.559 3.749  0.0045
H9 -1.269 -1.184 5.645  0.1175
H10 0.354 -1.867 5.515  0.0843
H11 -2.093 -2.362 3.782  0.1157
H12 -0.938 -3.516 4.444  0.1104
H13 0.670 -2.397 2.839  0.0497
H14 -1.584 -3.871 1.732  0.1198
H15 0.043 -4.466 2.050  0.1159
H16 -0.966 -2.662 -0.191  0.1114
H17 0.161 -4.014 -0.297  0.1197
H18 1.126 -3.002 -2.183  0.0823
H19 2.374 -1.792 -2.566  0.0818
H20 0.688 -1.306 -2.406  0.1017
H21 4.365 -1.664 -0.909  0.1260
H22 5.960 -0.118 0.204  0.1167
H23 5.086 1.654 1.712  0.1125
Cl1 3.544 -1.416 5.826  0.5769
C16 3.545 -2.671 4.551  -0.9551
Cl2 2.334 -3.943 4.927  0.5932
C17 3.272 -2.094 3.158  -0.7689
O1 4.059 -2.456 2.284  0.0285
O2 2.280 -1.310 3.058  -0.1367
H24 4.510 -3.155 4.572  0.0541
C18 -3.108 1.433 -7.094  -0.0566
C19 -3.412 2.298 -5.864  -0.5652
C20 -4.869 2.773 -5.936  -0.0505
C21 -2.502 3.526 -5.918  -0.0756
C22 -3.216 1.489 -4.578  -0.1772
C23 -3.864 0.258 -4.435  -0.0445
C24 -3.759 -0.518 -3.279  0.0142
C25 -2.975 -0.022 -2.263  -0.2540
O3 -2.686 -0.583 -1.047  0.0254
B1 -1.800 0.316 -0.345  -0.4181
O4 -1.615 1.440 -1.246  0.0271
C26 -2.335 1.187 -2.384  -0.2388
C27 -2.435 1.964 -3.517  0.0597
H25 -3.241 2.021 -8.006  0.0819
H26 -3.768 0.567 -7.161  0.0719
H27 -2.077 1.069 -7.071  0.0901
H28 -5.042 3.365 -6.839  0.0829
H29 -5.117 3.388 -5.068  0.0893
H30 -5.556 1.924 -5.951  0.0791
H31 -2.637 4.030 -6.878  0.0827
H32 -1.448 3.255 -5.827  0.0875
H33 -2.738 4.247 -5.132  0.0829
H34 -4.481 -0.110 -5.246  0.1013
H35 -4.270 -1.468 -3.184  0.1159
H36 -1.909 2.908 -3.567  0.1134

Atomic forces in eV per Å
-0.238 -0.558 -0.992
0.127 -0.063 0.102
-0.130 -0.245 -0.260
0.207 0.462 0.437
0.270 -0.364 -0.137
-0.016 -0.125 -0.177
0.114 0.179 0.537
0.051 0.239 -0.212
0.102 0.068 -0.161
0.109 -0.147 0.322
-0.065 0.236 0.018
0.250 0.057 0.134
-0.287 0.155 -0.165
0.191 0.218 0.319
0.032 -0.074 -0.050
-0.427 -0.246 -0.061
0.078 0.112 -0.084
0.050 0.081 0.091
0.153 -0.104 -0.278
-0.418 0.166 0.420
0.234 -0.012 0.070
-0.024 -0.020 -0.005
-0.011 0.037 0.011
0.010 -0.021 -0.018
-0.005 -0.006 -0.066
0.051 0.039 0.006
-0.032 0.041 0.014
-0.001 -0.024 0.016
0.142 -0.099 0.699
-0.043 -0.030 0.032
0.025 -0.089 0.041
-0.055 0.017 -0.001
0.020 -0.037 0.035
-0.062 -0.082 0.000
-0.019 -0.008 -0.043
0.049 -0.038 -0.035
-0.009 0.091 0.020
0.005 -0.027 -0.006
-0.001 0.010 0.020
-0.001 -0.014 0.010
0.000 0.002 0.011
0.018 0.024 -0.001
-0.013 0.005 0.007
0.007 -0.023 -0.017
-0.041 -0.124 -0.145
-0.028 -0.229 0.439
0.066 0.166 -0.067
-0.216 0.526 -0.526
-0.114 0.015 0.143
0.273 -0.234 0.131
0.067 -0.008 0.044
0.042 -0.020 -0.063
0.012 -0.041 0.060
-0.075 -0.006 -0.005
0.022 0.077 -0.017
0.025 0.054 0.050
-0.032 -0.069 0.104
-0.047 0.077 -0.234
-0.142 -0.392 0.179
0.260 0.276 0.129
-0.629 0.270 -1.084
-0.137 -0.400 0.181
0.285 0.319 0.175
-0.048 0.002 -0.204
0.002 -0.018 0.024
0.019 0.029 0.023
-0.030 0.015 0.019
0.031 -0.023 0.027
0.008 -0.012 -0.021
0.014 0.033 0.006
0.010 0.003 0.032
-0.030 -0.023 -0.017
-0.012 -0.043 -0.009
0.003 -0.012 0.025
0.015 0.032 -0.011
-0.013 -0.019 0.012

DFT total energy (eV): -70784.233
Energy relative to the best compared isomer or geometry (same formula, charge and spin) (eV): 3.390
Frontier orbital gap (Ha): 0.25115
Strongest force on any atom (eV/A): 1.3
Charge: 0
Multiplicity: 1
E_HOMO (eV): -7.01